Entry 1:
C5H11N in the gas phase in a non-equilibrium geometry. Source: OMol25; level of theory: ωB97M-V/def2-TZVPD.

**M**: 85.15 g/mol
**Structure (SMILES)**: C=C(C)CCN
**Energy**: -251.8008 Ha
**ΔE to the lowest compared entry with this formula, charge and spin**: 38.7 kcal/mol

Atoms and positions in Å:
C: 0.30550 0.03729 -1.86444
C: 0.60910 -0.12296 -0.56319
C: 1.62991 -1.21072 -0.06336
C: 0.22341 0.89408 0.55117
C: -1.03634 0.43614 1.26420
N: -2.13965 0.55857 0.35402
H: 0.76084 -0.45958 -2.71426
H: -0.18853 0.94962 -2.30526
H: 2.20460 -0.78807 0.76435
H: 2.50762 -1.54518 -0.81624
H: 1.02848 -2.08904 0.28349
H: 0.06753 1.92771 0.15988
H: 0.99213 1.09837 1.23047
H: -0.93523 -0.65253 1.44648
H: -1.30129 0.83059 2.20196
H: -1.87864 0.18024 -0.59496
H: -2.84947 -0.04453 0.66570

Partial charges, Mulliken, in e: C -0.877; C 0.539; C -1.102; C -0.939; C -0.399; N -0.658; H 0.338; H 0.277; H 0.313; H 0.301; H 0.237; H 0.343; H 0.432; H 0.254; H 0.448; H 0.251; H 0.241


Entry 2:
A molecular structure, C23H27N8ORuSSe2. Source: OMol25; level of theory: ωB97M-V/def2-TZVPD.

**M**: 722.58 g/mol
**Charge**: +1
**Energy**: -6701.6529 Ha
**ΔE to the lowest compared entry with this formula, charge and spin**: 5.1 kcal/mol

Atoms and positions in Å:
Ru: 0.59422 -0.40414 -0.08271
C: 1.19383 -1.60156 2.59129
C: 1.16057 -2.74166 1.58888
N: 0.29819 -2.44035 0.41718
C: -1.13303 -2.78380 0.54440
C: -1.87300 -1.78988 1.41872
S: -1.44987 -0.05875 0.95084
C: -0.92876 0.60465 2.57561
C: 0.58242 0.77637 2.65787
N: 1.29792 -0.28863 1.90651
H: 2.02649 -1.74717 3.28261
H: 0.29018 -1.59302 3.19718
H: 0.84031 -3.66369 2.08294
H: 2.16103 -2.90450 1.18906
H: 0.68941 -2.98593 -0.34278
H: -1.26536 -3.79725 0.93663
H: -1.54888 -2.75484 -0.46402
H: -1.64655 -1.93323 2.47291
H: -2.94719 -1.91883 1.29685
H: -1.33116 -0.04469 3.35179
H: -1.41192 1.57477 2.68825
H: 0.90346 0.78374 3.70383
H: 0.86474 1.72664 2.21463
H: 2.27381 -0.00387 1.86471
Se: -0.68703 2.31280 -2.71267
Se: -2.78489 1.90794 -1.84318
C: -2.69234 2.88778 -0.17494
C: -3.88569 2.99367 0.53785
C: -3.87513 3.72566 1.71064
C: -2.69381 4.33510 2.11638
C: -1.56859 4.17028 1.32792
N: -1.56209 3.44417 0.20384
C: -0.05891 0.52311 -3.08741
C: 0.28966 0.36673 -4.42949
C: 0.66485 -0.86952 -4.91622
C: 0.61320 -1.95000 -4.05260
C: 0.28889 -1.71025 -2.73574
N: 0.02217 -0.50111 -2.21354
H: -4.79428 2.53277 0.17205
H: -4.78118 3.83447 2.29280
H: -2.64963 4.93592 3.01391
H: -0.62592 4.63588 1.59213
H: 0.21455 1.22028 -5.08878
H: 0.93943 -0.99340 -5.95523
H: 0.82640 -2.95686 -4.38090
H: 0.25967 -2.54112 -2.04947
N: 4.39751 2.59570 2.19221
C: 3.52911 2.96321 1.51806
N: 2.53262 3.38363 0.74243
C: 1.91345 2.40878 0.16989
N: 1.36836 1.51514 -0.34088
O: 2.47812 -1.11540 -0.84488
N: 3.46481 -0.23221 -0.99874
C: 3.51415 0.50333 -2.11777
C: 4.49641 1.45659 -2.27909
C: 5.42532 1.66069 -1.27184
C: 5.35997 0.87772 -0.12914
C: 4.37081 -0.07292 -0.02134
H: 2.73541 0.29286 -2.83434
H: 4.50975 2.04326 -3.18603
H: 6.18186 2.42645 -1.36673
H: 6.04976 1.01397 0.68984
H: 4.24815 -0.72796 0.82758

Partial charges, Mulliken, in e: Ru 0.313; C -0.771; C -0.809; N -0.085; C -0.624; C -0.980; S 0.065; C -0.659; C -0.440; N 0.097; H 0.406; H 0.336; H 0.443; H 0.427; H 0.326; H 0.433; H 0.272; H 0.346; H 0.593; H 0.503; H 0.347; H 0.470; H -0.005; H 0.062; Se 0.096; Se -0.028; C 0.517; C -0.667; C -0.432; C -0.492; C -0.499; N -0.053; C 0.013; C -0.813; C -0.517; C -1.005; C 0.104; N 0.788; H 0.378; H 0.410; H 0.435; H 0.421; H 0.406; H 0.456; H 0.472; H 0.159; N -0.654; C 0.683; N -0.830; C 0.496; N -0.035; O -0.554; N 0.291; C 0.250; C -0.870; C -0.148; C -1.024; C 0.209; H 0.230; H 0.444; H 0.415; H 0.378; H 0.506


Entry 3:
A molecular structure, C26H36N2O5PdSSi. Source: OMol25; level of theory: ωB97M-V/def2-TZVPD.

**M**: 623.16 g/mol
**Multiplicity**: 2
**Charge**: +1
**Energy**: -2313.3292 Ha
**ΔE to the lowest compared entry with this formula, charge and spin**: 12.5 kcal/mol
**Expectation value of S²**: 0.760

Atoms and positions in Å:
Pd: -0.65016 -0.10759 -0.04900
C: 0.29500 -1.60920 -3.28787
O: 0.57454 -0.43031 -2.54966
C: 1.95277 -0.22277 -2.30969
C: 2.36321 -0.65618 -0.92124
O: 1.65919 0.14293 0.04758
C: 2.28427 0.19292 1.34320
C: 1.69796 -0.73212 2.37713
O: 0.35466 -0.35773 2.59129
C: -0.25663 -1.08949 3.63728
H: 0.73790 -1.55261 -4.28579
H: -0.78690 -1.67653 -3.38360
H: 0.66689 -2.50361 -2.77842
H: 2.13811 0.84465 -2.41818
H: 2.56234 -0.75317 -3.04713
H: 3.43534 -0.46825 -0.81039
H: 2.16679 -1.71484 -0.73668
H: 2.16687 1.22024 1.68631
H: 3.34827 -0.01634 1.21855
H: 2.27780 -0.61424 3.30121
H: 1.76353 -1.78102 2.06496
H: 0.25811 -0.91546 4.58667
H: -0.25365 -2.16345 3.42324
H: -1.28401 -0.74029 3.71801
C: -0.79510 5.16778 0.15996
Si: 0.40943 3.74462 -0.00383
C: 1.25620 3.78261 -1.66267
C: 1.64597 3.76565 1.39283
C: -0.72127 2.25083 0.13867
H: -0.27539 6.11372 -0.00751
H: -1.23883 5.19836 1.15598
H: -1.60686 5.09423 -0.56472
H: 1.74860 4.74523 -1.81368
H: 0.54589 3.64145 -2.47937
H: 2.01924 3.01084 -1.73771
H: 2.16201 4.72656 1.43597
H: 2.40643 2.99473 1.26720
H: 1.15713 3.61070 2.35679
H: -1.41979 2.11366 -0.68839
H: -1.12937 2.02548 1.12622
O: -2.26926 -2.46139 -0.03935
C: -3.10588 -1.44768 -0.08125
N: -4.41379 -1.61498 -0.14357
C: -5.05566 -0.28808 -0.05968
C: -3.80012 0.62875 -0.05392
O: -3.80415 1.82156 -0.03986
N: -2.66507 -0.20599 -0.07870
C: -5.86799 0.03641 -1.30295
C: -6.66893 1.17531 -1.29209
C: -7.36953 1.53882 -2.42912
C: -7.27753 0.77039 -3.58275
C: -6.47949 -0.36149 -3.59537
C: -5.76850 -0.72606 -2.45934
C: -5.84131 -0.19060 1.23826
C: -7.10937 -0.76326 1.29162
C: -7.82198 -0.77004 2.47932
C: -7.27710 -0.19688 3.62028
C: -6.01741 0.37845 3.57005
C: -5.29786 0.38004 2.38302
H: -4.86912 -2.47212 0.13093
H: -6.74309 1.77480 -0.39427
H: -7.99206 2.42320 -2.41395
H: -7.82910 1.05477 -4.46851
H: -6.40785 -0.96688 -4.48885
H: -5.15000 -1.61348 -2.48098
H: -7.54748 -1.18904 0.39664
H: -8.80760 -1.21422 2.51175
H: -7.83847 -0.19188 4.54468
H: -5.59398 0.83579 4.45409
H: -4.32298 0.85088 2.35730
S: 0.17014 -3.25491 -0.02226
C: -0.89554 -2.07355 -0.02950

Partial charges, Mulliken, in e: Pd 0.681; C -0.834; O -0.213; C -0.644; C -0.431; O 0.182; C -0.280; C -0.824; O -0.160; C -0.877; H 0.335; H 0.179; H 0.377; H 0.121; H 0.499; H 0.486; H 0.212; H -0.179; H 0.470; H 0.540; H 0.327; H 0.335; H 0.350; H 0.204; C -1.051; Si -0.037; C -0.965; C -1.017; C -0.913; H 0.323; H 0.325; H 0.337; H 0.401; H 0.362; H 0.200; H 0.413; H 0.301; H 0.374; H 0.403; H 0.678; O -0.323; C 0.050; N -0.024; C 4.001; C -1.354; O -0.567; N 0.416; C -0.678; C -0.181; C -0.890; C -0.432; C -0.888; C -0.414; C -0.408; C -0.204; C -0.886; C -0.480; C -0.914; C -0.309; H 0.326; H 0.500; H 0.414; H 0.422; H 0.428; H 0.405; H 0.451; H 0.414; H 0.412; H 0.437; H 0.487; S -0.177; C -0.027


Entry 4:
C3ClF2N in the gas phase in a non-equilibrium geometry. Source: OMol25; level of theory: ωB97M-V/def2-TZVPD.

**M**: 123.49 g/mol
**Structure (SMILES)**: N#CC(Cl)=C(F)F
**Energy**: -828.9503 Ha
**ΔE to the lowest compared entry with this formula, charge and spin**: 2.8 kcal/mol

Atoms and positions in Å:
N: -2.30576 -1.06573 -0.03559
C: -1.15678 -0.85891 0.04732
C: 0.19348 -0.42837 0.00344
Cl: 1.53732 -1.57535 -0.00623
C: 0.48762 0.84918 0.00533
F: -0.44657 1.74838 -0.00360
F: 1.69067 1.33081 -0.01066

Partial charges, Mulliken, in e: N -0.350; C 0.245; C 0.077; Cl -0.145; C 0.558; F -0.184; F -0.200


Entry 5:
10 unconnected molecules or ions with the total composition C6H32NO9S in a non-equilibrium geometry. Source: OMol25; level of theory: ωB97M-V/def2-TZVPD.

**M**: 294.39 g/mol
**Charge**: -1
**Energy**: -1377.9675 Ha
**ΔE to the lowest compared entry with this formula, charge and spin**: 35.6 kcal/mol

Atoms and positions in Å:
C: -1.93136 -0.65956 1.41960
C: -1.21553 -1.95699 1.09234
S: -0.01401 -2.47631 2.34319
C: -1.06243 0.59217 1.28717
N: -0.59740 0.70555 -0.13739
C: 0.86234 1.02315 -0.15931
C: 1.65438 -0.31329 -0.48733
C: 3.10294 0.17864 -0.77877
H: -2.72371 -0.56694 0.63370
H: -2.42137 -0.69937 2.43017
H: -1.92579 -2.80996 0.94405
H: -0.69191 -1.89778 0.12142
H: -0.18964 0.47849 1.95827
H: -1.54786 1.57862 1.41723
H: -0.76108 -0.17070 -0.64277
H: 1.11143 1.65909 -1.01241
H: 1.28033 1.46611 0.76436
H: 1.65011 -0.96114 0.39562
H: 1.21708 -0.76868 -1.36803
H: 3.61471 0.24380 0.20143
H: 3.71823 -0.57174 -1.28211
H: 3.09898 1.14946 -1.30635
H: -0.50819 3.21474 -2.36406
H: -0.12114 4.02827 -1.06937
O: -0.20121 4.07591 -2.05836
H: 1.36671 1.49798 3.64374
H: 0.26329 2.53880 3.82362
O: 1.19513 2.47743 3.57933
H: -1.57507 -2.74810 -1.17342
H: -0.25317 -3.62474 -1.23156
O: -0.81769 -2.98662 -1.72404
H: -0.51235 -1.10569 -3.91964
H: -0.24014 -1.71186 -2.60102
O: 0.09988 -0.97913 -3.18062
H: 1.56345 -0.52614 4.10415
H: 2.04760 -0.42623 2.64162
O: 2.13947 -0.01467 3.51554
H: 0.18136 4.12538 1.30207
H: -0.12154 2.93567 0.63719
O: -0.40698 3.87247 0.56842
H: -3.28874 -0.27190 -1.17442
H: -2.54241 -0.83587 -2.35996
O: -3.14388 -1.09808 -1.64990
H: 1.41707 -3.16177 0.07991
H: 0.55858 -4.20758 0.75946
O: 0.99804 -4.01819 -0.08442
H: -0.98161 0.86715 -3.16226
H: -1.58913 1.50931 -1.89277
O: -1.75576 1.35085 -2.84330

Partial charges, Mulliken, in e: C -0.906; C 0.750; S -0.681; C -0.124; N 0.192; C -0.879; C 0.896; C -1.446; H 0.113; H 0.351; H 0.492; H -1.051; H -0.075; H 0.438; H -0.033; H 0.341; H 0.520; H -0.539; H -0.059; H 0.315; H 0.424; H 0.355; H 0.319; H 0.427; O -0.709; H 0.377; H 0.306; O -0.645; H 0.397; H 0.418; O -0.720; H 0.396; H 0.269; O -0.753; H 0.349; H 0.259; O -0.810; H 0.330; H 0.305; O -0.771; H 0.372; H 0.325; O -0.659; H 0.347; H 0.281; O -0.775; H 0.352; H 0.353; O -0.736


Entry 6:
2 unconnected molecules or ions with the total composition C15H27F5N5O2S in a non-equilibrium geometry. Source: OMol25; level of theory: ωB97M-V/def2-TZVPD.

**M**: 436.47 g/mol
**Charge**: +1
**Energy**: -1908.8505 Ha

Atoms and positions in Å:
C: 1.72847 -3.84225 -0.59294
C: 0.28096 -3.11113 -0.83447
C: -0.89317 -3.94182 -0.04785
C: -1.00510 -3.57541 1.57223
O: -1.09715 -2.13666 1.85044
N: 0.09204 -1.57671 2.11580
N: 1.22024 -2.01222 2.78927
N: 2.33737 -1.20790 2.95531
C: 1.83396 0.06392 2.27177
C: 2.76126 1.41309 2.18938
C: 4.04103 1.04861 1.18445
C: 3.62149 1.33203 -0.39211
S: 4.73346 0.31715 -1.55987
N: 0.43386 -0.24761 1.77824
C: -0.36754 0.81966 1.06611
C: -1.90915 1.00241 1.59861
C: -2.83991 1.31779 0.28328
C: -4.06260 0.25499 0.02876
F: -4.81526 -0.12692 1.24681
F: -5.05467 0.97259 -0.85647
C: -3.61698 -1.09193 -0.83308
F: -4.33549 -1.18579 -2.15776
F: -2.16738 -1.12528 -1.16310
F: -4.08130 -2.28603 -0.05651
H: 1.90597 -4.56963 -1.50596
H: 1.76380 -4.45466 0.40370
H: 2.55433 -2.99028 -0.65018
H: 0.02601 -3.20209 -1.99739
H: 0.27577 -1.96920 -0.54533
H: -0.84493 -5.12023 -0.23014
H: -1.93021 -3.59885 -0.51123
H: -2.04936 -4.04401 1.91255
H: -0.18756 -4.15444 2.17581
H: 2.23815 2.34908 1.72088
H: 3.20096 1.66628 3.26164
H: 4.31893 -0.10918 1.27060
H: 4.93477 1.74564 1.54777
H: 2.51341 0.96886 -0.56102
H: 3.66598 2.46464 -0.68926
H: 4.77385 -1.01952 -1.04922
H: -0.28412 0.62273 -0.10000
H: 0.16621 1.87365 1.23637
H: -1.92317 1.98406 2.27784
H: -2.30592 0.13827 2.28050
H: -3.33880 2.38208 0.45680
H: -2.22046 1.40698 -0.72537
O: 0.08719 2.51716 -1.92996
C: -0.28180 3.50132 -2.56054
N: -0.50443 3.43039 -3.90156
C: -0.51561 4.84150 -1.92548
H: -0.80852 4.21259 -4.46304
H: -0.35351 2.53702 -4.35228
H: 0.41485 5.18580 -1.46597
H: -1.28960 4.74323 -1.15947
H: -0.84061 5.58624 -2.65739

Partial charges, Mulliken, in e: C -0.860; C 0.252; C -0.542; C -0.421; O -0.195; N 0.695; N -0.319; N -0.448; C 0.273; C -0.546; C -0.531; C -0.295; S -0.176; N 0.327; C -0.087; C -0.542; C -0.680; C 0.570; F -0.284; F -0.293; C 0.699; F -0.270; F -0.184; F -0.247; H 0.322; H 0.273; H 0.117; H 0.396; H -0.387; H 0.357; H 0.112; H 0.309; H 0.411; H 0.261; H 0.391; H 0.314; H 0.305; H 0.044; H 0.342; H 0.106; H 0.178; H -0.107; H 0.362; H 0.420; H 0.458; H 0.118; O -0.635; C 0.682; N -0.402; C -0.880; H 0.178; H 0.239; H 0.251; H 0.197; H 0.372


Entry 7:
A molecular structure, C7H7O4S2 in a non-equilibrium geometry. Source: OMol25; level of theory: ωB97M-V/def2-TZVPD.

**M**: 219.26 g/mol
**Charge**: -1
**Energy**: -1368.1813 Ha
**ΔE to the lowest compared entry with this formula, charge and spin**: 74.3 kcal/mol

Atoms and positions in Å:
C: -0.32833 -0.84387 -1.23067
C: -1.33655 0.12448 0.74300
C: 0.30857 0.50498 -1.46508
C: -0.34047 1.11399 0.76080
C: -1.29464 -0.89530 -0.14071
C: 0.54592 1.24133 -0.25469
C: -2.23484 -2.16403 -0.20348
O: 1.66018 3.50770 0.43731
O: 4.19402 0.34228 0.84403
O: 2.35217 0.76313 2.48950
O: 0.88745 0.87112 -2.66073
S: 3.27797 1.30859 1.51171
S: 1.75365 2.46665 -0.55441
H: -0.36133 -1.67966 -2.03883
H: -1.90852 0.03258 1.62489
H: 0.52419 -1.07562 -0.94144
H: -0.16691 1.65530 1.69842
H: -2.44776 -2.40143 0.79371
H: -3.30124 -1.96483 -0.49971
H: -1.78350 -2.90739 -0.91363

Partial charges, Mulliken, in e: C -0.699; C -0.552; C 0.002; C -0.144; C 0.958; C -0.133; C -1.338; O -0.612; O -0.512; O -0.443; O -0.719; S 0.641; S 0.223; H 0.264; H 0.321; H 0.419; H 0.367; H 0.355; H 0.289; H 0.315